(1)
Density functional theory data (the ωB97M-V functional and the def2-TZVPD basis) for an isolated molecule of C5H8S at a distorted geometry.

Properties
energy	-593.351670	hartree
LUMO level	0.7	eV

CARTESIAN COORDINATES (ANGSTROEM)
C1 -1.643 0.490 -0.289
C2 0.490 -0.812 -0.059
C3 -0.593 1.423 0.135
C4 0.674 0.645 -0.270
C5 1.441 -1.702 -0.133
S1 -1.276 -1.060 0.140
H1 -2.541 0.895 -0.591
H2 -0.565 2.340 -0.429
H3 -0.737 1.644 1.209
H4 1.651 1.018 0.241
H5 0.664 0.698 -1.426
H6 2.488 -1.544 -0.141
H7 1.189 -2.684 0.012
H8 -1.242 -1.351 1.602

---

(2)
Density functional theory data (the ωB97M-V functional and the def2-TZVPD basis) for C9H23AlN2O6P as an isolated structure at a distorted geometry.

Properties
energy	-1499.695278	hartree
2S+1	2
⟨S²⟩	1.80
net charge	+4
LUMO level (spin up / spin down)	-17.2 / -16.7	eV

CARTESIAN COORDINATES (ANGSTROEM)
Al1 23.793 -6.272 -2.485
C1 23.747 -10.382 -3.183
O1 23.732 -9.177 -2.859
N1 23.877 -11.304 -2.250
C2 23.574 -12.712 -2.585
C3 24.428 -11.057 -0.887
H1 23.607 -10.837 -4.176
H2 22.810 -13.128 -1.928
H3 24.461 -13.246 -2.245
H4 23.394 -12.853 -3.651
H5 25.471 -11.366 -0.942
H6 24.435 -9.977 -0.738
H7 23.930 -11.662 -0.129
C4 26.761 -7.941 -4.748
O2 25.722 -7.661 -4.229
N2 26.780 -8.926 -5.661
C5 28.015 -9.314 -6.312
C6 25.577 -9.669 -6.158
H8 27.740 -7.651 -4.336
H9 28.015 -9.085 -7.377
H10 28.053 -10.399 -6.209
H11 28.967 -8.956 -5.921
H12 25.444 -9.505 -7.227
H13 25.773 -10.732 -6.021
H14 24.636 -9.254 -5.798
C7 25.479 -5.824 -7.728
O3 24.153 -5.330 -7.626
P1 23.755 -4.252 -6.421
O4 23.962 -4.782 -5.043
O5 22.208 -3.810 -6.650
C8 21.784 -3.452 -7.948
O6 24.605 -2.872 -6.783
C9 25.861 -2.464 -6.203
H15 26.164 -5.377 -7.008
H16 25.835 -5.659 -8.745
H17 25.495 -6.902 -7.567
H18 21.766 -4.360 -8.550
H19 22.528 -2.791 -8.392
H20 20.763 -3.071 -7.965
H21 26.294 -3.288 -5.637
H22 25.726 -1.623 -5.523
H23 26.624 -2.235 -6.947

---

(3)
Density functional theory data (the ωB97M-V functional and the def2-TZVPD basis) for C31H32MoN2O5S2Sb as an isolated structure.

Properties
energy	-2790.786730	hartree
net charge	+1
LUMO level (spin up / spin down)	-2.6 / -2.6	eV

CARTESIAN COORDINATES (ANGSTROEM)
Mo1 0.267 1.536 -0.382
C1 5.142 -0.178 -0.238
N1 3.975 -0.010 -1.089
C2 2.767 -0.465 -0.801
N2 2.569 -1.165 0.305
S1 1.412 -0.106 -1.844
H1 6.009 0.218 -0.757
H2 5.323 -1.235 -0.035
H3 5.020 0.363 0.703
H4 4.051 0.519 -1.943
H5 3.291 -1.309 0.994
H6 1.623 -1.423 0.557
O1 0.971 -0.615 2.997
C3 0.901 0.308 2.223
O2 0.082 0.319 1.179
C4 1.746 1.539 2.352
C5 2.139 2.205 1.201
C6 2.880 3.394 1.254
C7 3.168 3.875 2.505
O3 3.847 5.004 2.834
C8 3.903 5.041 4.266
O4 3.191 3.900 4.752
C9 2.774 3.208 3.661
C10 2.067 2.034 3.622
H7 2.143 1.703 0.194
H8 3.204 3.908 0.359
H9 3.420 5.950 4.623
H10 4.942 4.986 4.589
H11 1.754 1.510 4.515
S2 -2.063 1.038 -1.076
Sb1 -2.110 -1.234 -1.452
C11 -1.345 -1.697 -3.356
C12 -1.787 -0.861 -4.377
C13 -1.380 -1.091 -5.683
C14 -0.535 -2.154 -5.968
C15 -0.096 -2.988 -4.950
C16 -0.499 -2.763 -3.641
C17 -1.325 -2.378 0.124
C18 -0.186 -3.172 0.036
C19 0.256 -3.862 1.159
C20 -0.427 -3.746 2.362
C21 -1.558 -2.949 2.447
C22 -2.012 -2.267 1.329
C23 -4.138 -1.760 -1.528
C24 -4.506 -3.098 -1.430
C25 -5.845 -3.448 -1.512
C26 -6.808 -2.464 -1.693
C27 -6.439 -1.130 -1.788
C28 -5.100 -0.772 -1.704
H12 -2.441 -0.023 -4.160
H13 -1.725 -0.441 -6.476
H14 -0.219 -2.335 -6.987
H15 0.557 -3.821 -5.173
H16 -0.156 -3.430 -2.864
H17 0.374 -3.246 -0.885
H18 1.136 -4.490 1.090
H19 -0.074 -4.276 3.237
H20 -2.082 -2.846 3.388
H21 -2.887 -1.632 1.409
H22 -3.759 -3.870 -1.282
H23 -6.137 -4.487 -1.433
H24 -7.853 -2.739 -1.757
H25 -7.193 -0.366 -1.924
H26 -4.811 0.271 -1.763
C29 -0.685 4.472 1.302
O5 -0.386 4.538 -0.105
C30 -0.016 3.395 -0.636
C31 0.260 3.412 -2.111
H27 -1.149 5.417 1.563
H28 0.236 4.330 1.868
H29 -1.376 3.649 1.496
H30 1.097 4.075 -2.336
H31 -0.620 3.700 -2.690
H32 0.551 2.400 -2.456

---

(4)
Density functional theory data (the ωB97M-V functional and the def2-TZVPD basis) for a 2-piece molecular cluster, C5H5O2S overall at a distorted geometry.

Properties
energy	-742.162014	hartree
net charge	-1
LUMO level	3.6	eV

CARTESIAN COORDINATES (ANGSTROEM)
C1 -1.289 -0.668 -0.050
C2 -1.058 0.356 0.779
C3 2.562 -0.097 0.839
C4 -0.616 -0.594 -1.295
C5 -0.107 1.304 0.379
O1 3.146 0.753 1.364
O2 2.172 -1.062 0.335
S1 -0.004 1.025 -1.417
H1 -1.860 -1.575 0.047
H2 -1.660 0.593 1.634
H3 0.191 -1.340 -1.191
H4 -1.304 -0.960 -2.161
H5 -0.172 2.265 0.739

---

(5)
Density functional theory data (the ωB97M-V functional and the def2-TZVPD basis) for an isolated molecule of C19H21FN2O3.

Properties
energy	-1171.732077	hartree
LUMO level	0.4	eV
SMILES	CCN(CC)C(=O)c1ccc(NC(=O)COc2ccccc2F)cc1

CARTESIAN COORDINATES (ANGSTROEM)
C1 -1.595 -0.306 4.034
H1 -1.649 -0.414 5.114
H2 -0.967 -1.100 3.637
H3 -2.596 -0.415 3.623
C2 -1.021 1.059 3.655
N1 0.283 1.279 4.242
C3 1.438 0.825 3.701
O1 2.513 0.920 4.265
C4 1.334 0.195 2.344
C5 1.506 -1.176 2.207
C6 1.480 -1.760 0.955
C7 1.295 -0.979 -0.183
C8 1.146 0.398 -0.052
C9 1.170 0.974 1.204
H4 1.069 2.045 1.298
H5 1.017 1.008 -0.930
N2 1.277 -1.632 -1.424
C10 1.068 -1.101 -2.661
O2 0.829 0.056 -2.901
C11 1.166 -2.175 -3.760
O3 0.935 -1.660 -5.039
C12 -0.297 -1.166 -5.341
C13 -0.430 -0.560 -6.596
C14 -1.628 -0.043 -7.037
C15 -2.744 -0.123 -6.220
C16 -2.638 -0.721 -4.979
C17 -1.430 -1.240 -4.540
H6 -1.380 -1.689 -3.561
H7 -3.501 -0.787 -4.335
H8 -3.687 0.281 -6.554
H9 -1.673 0.417 -8.012
F1 0.651 -0.488 -7.400
H10 0.484 -3.009 -3.532
H11 2.192 -2.556 -3.792
H12 1.467 -2.623 -1.373
H13 1.612 -2.829 0.858
H14 1.666 -1.785 3.084
C18 0.330 1.908 5.550
C19 0.302 3.429 5.444
H15 0.342 3.870 6.436
H16 1.161 3.775 4.874
H17 -0.605 3.771 4.949
H18 -0.513 1.550 6.147
H19 1.263 1.593 6.025
H20 -1.686 1.850 4.010
H21 -0.953 1.134 2.568

---

What is the formula in the fifth record?
C19H21FN2O3

---

The lowest energy belongs to which entry?
C31H32MoN2O5S2Sb